This record from OMol25 describes a single C6H10N2O5 molecule. The level of theory is ωB97M-V with the def2-TZVPD basis set.

Bonds (Å) are listed after each position.
Cartesian coordinates (Å):
1 C -0.0240 0.2910 0.6287  C2 1.418, C3 1.673, H9 1.097, N17 1.492
2 C 0.1495 0.2758 -0.7787  C1 1.418, N18 1.411, O19 1.248
3 C -0.7259 1.7103 1.1693  C1 1.673, C4 1.550, H10 1.163, H11 1.180
4 C 0.1728 2.9723 1.1986  C3 1.550, O20 1.237, O21 1.354
5 C 0.1534 -2.1551 -0.8658  C6 1.520, H14 1.211, H15 1.179, N18 1.439
6 C -1.2092 -2.7876 -1.0958  C5 1.520, O22 1.193, O23 1.381
7 H 1.8402 0.9975 1.3033  N17 1.087
8 H 1.7538 -0.6741 1.2183  N17 0.996
9 H -0.6447 -0.5139 1.0407  C1 1.097
10 H -0.9329 1.4457 2.2830  C3 1.163
11 H -1.7864 1.8730 0.6793  C3 1.180
12 H 1.1748 2.2391 -0.2373  O21 0.982
13 H 1.1719 -0.9699 -2.3184  N18 1.120
14 H 1.0328 -2.8757 -1.2820  C5 1.211
15 H 0.1425 -2.3170 0.3016  C5 1.179
16 H -1.8945 -1.1328 -2.2459  O23 1.034
17 N 1.2083 0.1257 1.4538  C1 1.492, H7 1.087, H8 0.996
18 N 0.3831 -0.8973 -1.5272  C2 1.411, C5 1.439, H13 1.120
19 O 0.5733 1.3666 -1.2127  C2 1.248
20 O -0.1286 3.8293 2.0376  C4 1.237
21 O 1.3022 2.9254 0.4535  C4 1.354, H12 0.982
22 O -1.5756 -3.7084 -0.4308  C6 1.193
23 O -2.1369 -2.0202 -1.7731  C6 1.381, H16 1.034

Output
**LUMO energy**: -0.47 eV
**Structure (SMILES)**: N[C@@H](CC(=O)O)C(=O)NCC(=O)O
**HOMO**: -10.101 eV
**Total charge**: 0
**Kohn-Sham gap**: 9.63 eV
**F_max**: 6.0 eV Å⁻¹

Atom charges from the Löwdin analysis, given in e for atoms 1 to 2: C -0.32; C -0.37